i.
Molecular formula: C2H4NO2
Method: DFT, wB97M-V/def2-TZVPD

Computed properties:
- total charge = -1
- 2S+1 = 1
- lowest unoccupied orbital energy (eV) = 3.82
- M (g/mol) = 74.06
- gap between HOMO and LUMO (eV) = 6.7

CARTESIAN COORDINATES (ANGSTROEM)
O (-1.20813, 1.74491, -1.20977)
C (-1.51539, 0.91804, -0.20375)
O (-2.57455, 0.71143, 0.38166)
C (-0.14265, 0.66130, -0.26745)
N (1.34961, -1.30457, 0.54972)
H (0.35028, -0.30628, 0.04394)
H (0.70748, -2.05824, 0.44457)
H (2.25517, -1.71479, 0.56247)
H (0.77817, 1.34820, -0.30139)

natural (NBO) population analysis, charges in e, atoms 1 to 5: number 1, O, carries -0.56; number 2, C, carries 0.68; number 3, O, carries -0.65; number 4, C, carries -0.25; number 5, N, carries -1.37

=====

ii.
Molecular formula: C2H4NO2
Method: DFT, wB97M-V/def2-TZVPD

Computed properties:
- total charge = -1
- 2S+1 = 1
- SMILES = CNC(=O)[O-]
- lowest unoccupied orbital energy (eV) = 4.48
- M (g/mol) = 74.06
- gap between HOMO and LUMO (eV) = 8.1

CARTESIAN COORDINATES (ANGSTROEM)
C (-0.09931, -1.04783, -0.31187)
N (-0.64073, 0.18487, 0.16641)
C (0.43228, 1.38624, 0.23203)
O (0.65407, 1.76459, 1.39403)
O (0.77855, 1.86127, -0.87387)
H (-0.06949, -1.94012, 0.41778)
H (0.77231, -0.84692, -0.98072)
H (-0.77994, -1.47977, -1.05386)
H (-1.04773, 0.11769, 1.01008)

natural (NBO) population analysis, charges in e, atoms 1 to 5: number 1, C, carries -0.42; number 2, N, carries -0.75; number 3, C, carries 0.88; number 4, O, carries -0.78; number 5, O, carries -0.78

=====

iii.
Molecular formula: C2H4NO2
Method: DFT, wB97M-V/def2-TZVPD

Computed properties:
- total charge = -1
- 2S+1 = 1
- SMILES = NCC(=O)[O-]
- lowest unoccupied orbital energy (eV) = 4.67
- M (g/mol) = 74.06
- gap between HOMO and LUMO (eV) = 8.0

CARTESIAN COORDINATES (ANGSTROEM)
O (0.93279, 1.99027, 0.43416)
C (0.75987, 0.99085, -0.30505)
O (1.16721, 0.60716, -1.41524)
C (-0.26619, 0.07423, 0.53671)
N (-0.52320, -1.28160, -0.12042)
H (0.45662, -0.16703, 1.27787)
H (-1.08754, 0.67516, 0.90868)
H (0.07227, -1.45438, -0.97085)
H (-1.51185, -1.43465, -0.34585)

natural (NBO) population analysis, charges in e, atoms 1 to 5: number 1, O, carries -0.80; number 2, C, carries 0.77; number 3, O, carries -0.78; number 4, C, carries -0.37; number 5, N, carries -0.91

=====

Relative energy of each structure, in eV: i 4.906; ii 0.101; iii 0.000.

=====

i.
Molecular formula: C2H4NO2
Method: DFT, wB97M-V/def2-TZVPD

Computed properties:
- total charge = -1
- 2S+1 = 1
- lowest unoccupied orbital energy (eV) = 4.32
- M (g/mol) = 74.06
- gap between HOMO and LUMO (eV) = 8.0

CARTESIAN COORDINATES (ANGSTROEM)
O (-1.48908, 0.76131, 0.36508)
C (-1.65857, -0.41245, -0.01846)
N (-0.82863, -1.26692, -0.58590)
C (1.47673, 0.30893, 0.16201)
O (2.61635, 0.70546, 0.04702)
H (-2.70148, -0.82471, 0.11826)
H (-1.37216, -2.07311, -0.87020)
H (1.17432, -0.46310, 0.88230)
H (0.66066, 0.68493, -0.45772)

natural (NBO) population analysis, charges in e, atoms 1 to 5: number 1, O, carries -0.78; number 2, C, carries 0.45; number 3, N, carries -0.95; number 4, C, carries 0.31; number 5, O, carries -0.60

=====

ii.
Molecular formula: C2H4NO2
Method: DFT, wB97M-V/def2-TZVPD

Computed properties:
- total charge = -1
- 2S+1 = 1
- lowest unoccupied orbital energy (alpha / beta) (eV) = 4.09 / 3.43
- M (g/mol) = 74.06
- gap between HOMO and LUMO (alpha / beta) (eV) = 5.9 / 4.1

CARTESIAN COORDINATES (ANGSTROEM)
C (0.20697, 1.18115, -1.12563)
C (-1.03296, 0.56801, -0.68456)
N (0.36976, -1.74916, 1.62899)
O (1.25837, -1.40365, 2.47157)
O (-0.58707, 0.51005, -2.01449)
H (0.33814, 2.23644, -1.11237)
H (1.19719, 0.66451, -1.08812)
H (-1.21680, -0.33524, -0.16457)
H (-0.53361, -1.67211, 2.08917)

natural (NBO) population analysis, charges in e, atoms 1 to 5: number 1, C, carries -0.15; number 2, C, carries 0.01; number 3, N, carries -0.46; number 4, O, carries -0.60; number 5, O, carries -0.49

=====

Relative energy of each structure, in eV: i 0.000; ii 6.222.

=====

i.
Molecular formula: C33H26BrN3PdSb
Method: DFT, wB97M-V/def2-TZVPD

Computed properties:
- total charge = +3
- 2S+1 = 1
- lowest unoccupied orbital energy (eV) = -11.66
- M (g/mol) = 772.68
- gap between HOMO and LUMO (eV) = 5.3

CARTESIAN COORDINATES (ANGSTROEM)
Pd (-1.48812, 0.07008, -0.47370)
C (0.38233, 4.11658, 0.15173)
C (-0.66974, 4.93825, -0.20809)
C (-1.93490, 4.38431, -0.35879)
C (-2.10003, 3.03328, -0.16603)
N (-1.07014, 2.21161, 0.11337)
C (0.14598, 2.76431, 0.28540)
C (-3.40778, 2.36061, -0.16722)
C (-4.62611, 2.99539, -0.06968)
C (-5.77213, 2.22178, 0.04973)
C (-5.67266, 0.83991, 0.09169)
C (-4.42695, 0.26639, -0.01506)
N (-3.33501, 1.02527, -0.15601)
C (-4.12196, -1.15473, 0.08304)
C (-5.06135, -2.15406, 0.13591)
C (-4.64877, -3.47438, 0.27923)
C (-3.29766, -3.75416, 0.37333)
C (-2.39892, -2.71484, 0.28603)
N (-2.79918, -1.43597, 0.15206)
H (1.37879, 4.51192, 0.31084)
H (-0.51624, 5.99968, -0.36170)
H (-2.77788, 5.00670, -0.63256)
H (0.95192, 2.10082, 0.54741)
H (-4.68874, 4.07474, -0.05865)
H (-6.74074, 2.69819, 0.13974)
H (-6.55648, 0.22980, 0.21967)
H (-6.11404, -1.91757, 0.05615)
H (-5.38037, -4.27194, 0.31188)
H (-2.93521, -4.76611, 0.49049)
H (-1.33938, -2.89762, 0.32093)
Br (-0.73975, -1.58761, -2.03155)
C (3.24225, 1.00898, 4.03947)
C (3.53232, 1.57057, 2.77263)
C (2.94390, 1.06121, 1.64236)
C (2.04496, -0.03364, 1.77419)
C (1.74382, -0.59626, 3.05470)
C (2.33221, -0.06748, 4.17202)
Sb (1.13085, -0.79353, 0.04293)
C (2.00441, -2.63044, -0.23401)
C (2.52723, -2.90375, -1.50173)
C (3.12219, -4.13949, -1.70176)
C (3.17961, -5.07326, -0.66463)
C (2.62397, -4.78988, 0.58420)
C (2.02178, -3.56621, 0.81310)
C (2.04042, 0.36605, -1.44759)
C (1.33590, 1.22627, -2.28281)
C (2.00496, 1.94837, -3.26235)
C (3.38219, 1.81802, -3.39685)
C (4.09001, 0.96885, -2.55908)
C (3.42647, 0.23976, -1.58183)
H (3.73469, 1.40121, 4.92059)
H (4.22534, 2.39841, 2.69654)
H (3.17567, 1.48330, 0.67144)
H (1.06161, -1.43108, 3.15644)
H (2.11285, -0.47239, 5.15122)
H (2.47986, -2.18712, -2.31084)
H (3.53377, -4.37788, -2.67302)
H (3.66595, -6.02392, -0.82969)
H (2.66188, -5.52510, 1.37776)
H (1.59796, -3.35172, 1.78523)
H (0.26953, 1.34378, -2.20097)
H (1.45246, 2.60466, -3.92483)
H (3.90384, 2.37202, -4.16675)
H (5.16231, 0.86231, -2.66987)
H (3.99402, -0.43125, -0.94573)

natural (NBO) population analysis, charges in e, atoms 1 to 5: number 1, Pd, carries 0.85; number 2, C, carries -0.21; number 3, C, carries -0.08; number 4, C, carries -0.19; number 5, C, carries 0.16

=====

ii.
Molecular formula: C33H26BrN3PdSb
Method: DFT, wB97M-V/def2-TZVPD

Computed properties:
- total charge = +3
- 2S+1 = 1
- lowest unoccupied orbital energy (eV) = -9.35
- M (g/mol) = 772.68
- gap between HOMO and LUMO (eV) = 7.8

CARTESIAN COORDINATES (ANGSTROEM)
Pd (0.40689, 0.05090, 0.80960)
C (-0.64552, -4.15968, 0.61323)
C (0.50068, -4.73667, 1.12542)
C (1.54251, -3.91152, 1.54246)
C (1.40861, -2.54428, 1.43396)
N (0.27363, -1.98282, 0.92951)
C (-0.72031, -2.77773, 0.53120)
C (2.47166, -1.59223, 1.80640)
C (3.70640, -1.88142, 2.36170)
C (4.58228, -0.82987, 2.61078)
C (4.23694, 0.47956, 2.30333)
C (2.99040, 0.72221, 1.74736)
N (2.16590, -0.31397, 1.53662)
C (2.43292, 2.01837, 1.30383)
C (3.12621, 3.20866, 1.37068)
C (2.53830, 4.37009, 0.87747)
C (1.26891, 4.29651, 0.33126)
C (0.62277, 3.07055, 0.30007)
N (1.18051, 1.95658, 0.77251)
H (-1.47598, -4.75805, 0.26650)
H (0.59718, -5.81202, 1.19336)
H (2.45402, -4.34211, 1.93093)
H (-1.59559, -2.29323, 0.12223)
H (3.99361, -2.89657, 2.59259)
H (5.55300, -1.03776, 3.04168)
H (4.93304, 1.28505, 2.48529)
H (4.12214, 3.23777, 1.78839)
H (3.07334, 5.30959, 0.91224)
H (0.77635, 5.16646, -0.07902)
H (-0.36487, 2.97782, -0.12895)
Br (-1.84341, 0.54765, -0.25539)
C (-4.65802, -3.62974, 3.21100)
C (-5.36928, -2.64692, 2.53532)
C (-4.75756, -1.44212, 2.22184)
C (-3.42613, -1.24565, 2.59390)
C (-2.69990, -2.23201, 3.26248)
C (-3.33108, -3.42431, 3.57526)
Sb (-2.66759, 0.62768, 2.16339)
C (-1.10294, 1.33528, 3.33310)
C (-1.04805, 2.71933, 3.49887)
C (-0.07573, 3.26407, 4.32680)
C (0.81847, 2.43259, 4.98828)
C (0.75157, 1.05185, 4.82928)
C (-0.20782, 0.49501, 3.99943)
C (-4.16600, 2.06784, 2.16419)
C (-4.73903, 2.51584, 0.97750)
C (-5.79008, 3.41939, 1.04728)
C (-6.24980, 3.85378, 2.28373)
C (-5.67027, 3.39421, 3.45971)
C (-4.61879, 2.49125, 3.41371)
H (-5.14315, -4.56267, 3.46569)
H (-6.40269, -2.81091, 2.26213)
H (-5.32537, -0.66908, 1.71702)
H (-1.67262, -2.07683, 3.56073)
H (-2.79371, -4.19158, 4.11656)
H (-1.75801, 3.37295, 3.00430)
H (-0.03293, 4.33529, 4.47203)
H (1.55794, 2.86052, 5.65264)
H (1.43085, 0.40879, 5.37423)
H (-0.26011, -0.57991, 3.89257)
H (-4.38801, 2.17780, 0.00987)
H (-6.25054, 3.77968, 0.13761)
H (-7.07010, 4.55712, 2.33492)
H (-6.03830, 3.73749, 4.41708)
H (-4.17563, 2.13225, 4.33609)

natural (NBO) population analysis, charges in e, atoms 1 to 5: number 1, Pd, carries 0.82; number 2, C, carries -0.20; number 3, C, carries -0.10; number 4, C, carries -0.18; number 5, C, carries 0.16

=====

Relative energy of each structure, in eV: i 3.685; ii 0.000.

=====

i.
Molecular formula: C3H14NO3
Method: DFT, wB97M-V/def2-TZVPD

Computed properties:
- total charge = +1
- 2S+1 = 1
- lowest unoccupied orbital energy (eV) = -4.59
- M (g/mol) = 112.15
- gap between HOMO and LUMO (eV) = 9.5

CARTESIAN COORDINATES (ANGSTROEM)
C (-0.37035, 2.42710, 1.08612)
C (-1.74372, 1.77417, 0.89045)
C (-2.29457, -0.59846, 0.73513)
N (-1.63688, 0.39818, 0.34173)
H (-0.10400, 2.44499, 2.14110)
H (0.43441, 1.95126, 0.52885)
H (-0.50305, 3.46001, 0.77376)
H (-2.22152, 1.59924, 1.84456)
H (-2.38540, 2.34660, 0.23700)
H (-2.06750, -1.60689, 0.40706)
H (-2.87287, -0.53463, 1.64864)
H (-0.90898, 0.26262, -0.35468)
H (0.96902, -1.83179, 1.37017)
H (1.19935, -1.24752, -0.06681)
O (0.67653, -1.15786, 0.74868)
H (0.98120, -1.58945, -2.94070)
H (1.46118, -3.01001, -2.93365)
O (1.38697, -2.23751, -2.35031)
H (3.62460, -1.47163, -0.86398)
H (2.93192, -0.79038, -2.02201)
O (3.44367, -0.58805, -1.22112)

natural (NBO) population analysis, charges in e, atoms 1 to 5: number 1, C, carries -0.63; number 2, C, carries -0.23; number 3, C, carries 0.13; number 4, N, carries -0.36; number 5, H, carries 0.24

=====

ii.
Molecular formula: C3H14NO3
Method: DFT, wB97M-V/def2-TZVPD

Computed properties:
- total charge = +1
- 2S+1 = 1
- lowest unoccupied orbital energy (eV) = -2.89
- M (g/mol) = 112.15
- gap between HOMO and LUMO (eV) = 11.5

CARTESIAN COORDINATES (ANGSTROEM)
O (-0.73792, 2.33682, 0.30203)
C (-1.22097, 1.00741, -0.08972)
C (-0.23413, 0.38199, -1.05549)
N (0.80600, -0.32765, -0.27024)
C (1.59549, -1.42694, -0.95738)
H (-1.51420, 2.78408, 0.65319)
H (-1.28363, 0.49281, 0.85630)
H (-2.22766, 1.16707, -0.46880)
H (0.26858, 1.12989, -1.66638)
H (-0.79532, -0.18123, -1.79835)
H (0.42470, -0.69332, 0.59691)
H (1.55102, 0.32996, -0.05424)
H (1.95033, -2.07278, -0.16318)
H (2.48559, -0.94166, -1.34987)
H (1.08319, -2.00246, -1.71495)
H (0.67880, 1.82365, 1.81316)
H (1.85108, 1.14459, 2.62317)
O (1.25274, 1.06367, 1.87758)
H (-2.09103, -1.95720, -0.46291)
H (-2.00699, -2.43300, 0.91845)
O (-1.83568, -1.62572, 0.41074)

natural (NBO) population analysis, charges in e, atoms 1 to 5: number 1, O, carries -0.75; number 2, C, carries -0.10; number 3, C, carries -0.26; number 4, N, carries -0.50; number 5, C, carries -0.42

=====

iii.
Molecular formula: C3H14NO3
Method: DFT, wB97M-V/def2-TZVPD

Computed properties:
- total charge = +1
- 2S+1 = 1
- lowest unoccupied orbital energy (eV) = -4.58
- M (g/mol) = 112.15
- gap between HOMO and LUMO (eV) = 9.3

CARTESIAN COORDINATES (ANGSTROEM)
C (-0.48408, -2.42803, -0.20617)
C (-0.74651, -1.19275, 0.64995)
C (-0.43936, 0.82264, -0.63945)
N (0.01787, -0.03195, 0.16925)
H (-0.03372, -2.32184, -1.18491)
H (0.21923, -3.10998, 0.29111)
H (-1.33683, -3.08714, -0.21955)
H (-1.81485, -1.00991, 0.57282)
H (-0.51598, -1.37091, 1.69791)
H (0.20156, 1.54519, -1.12911)
H (-1.46646, 1.06596, -0.87671)
H (1.01367, -0.07499, 0.35469)
H (-2.30213, 4.21053, -1.32799)
H (-1.95006, 3.78033, 0.09776)
O (-1.62921, 3.75074, -0.81563)
H (-0.21967, -2.73612, 3.93757)
H (-0.67152, -1.47761, 4.55858)
O (-0.28041, -1.79520, 3.72805)
H (3.63721, 2.23003, -2.73264)
H (4.71753, 1.75090, -3.79582)
O (4.08375, 1.48010, -3.12971)

natural (NBO) population analysis, charges in e, atoms 1 to 5: number 1, C, carries -0.65; number 2, C, carries -0.27; number 3, C, carries 0.13; number 4, N, carries -0.37; number 5, H, carries 0.24

=====

Relative energy of each structure, in eV: i 0.445; ii 0.000; iii 0.744.